(1)
DFT (wB97M-V/def2-TZVPD) results for a structure of composition C19H14IN3O2OsSe2.

Values from the calculation:
**Net charge**: +2
**Energy above the lowest of the compared OMol25 structures with the same formula, charge and spin**: 0.0 kcal/mol
**2S+1**: 1
**HOMO energy**: -14.87 eV
**Frontier orbital gap**: 7.5083 eV

Geometry (Å):
Os (-1.002, 0.069, -0.162)
Se (-0.698, 2.438, 1.493)
Se (-2.693, 1.716, 2.496)
C (-2.167, -0.116, 2.704)
C (-2.436, -0.706, 3.924)
C (-2.103, -2.038, 4.124)
C (-1.468, -2.727, 3.107)
C (-1.214, -2.074, 1.919)
N (-1.582, -0.799, 1.696)
C (-1.414, 2.912, -0.216)
C (-1.717, 4.190, -0.625)
C (-2.091, 4.375, -1.954)
C (-2.124, 3.287, -2.814)
C (-1.806, 2.030, -2.334)
N (-1.469, 1.862, -1.051)
H (-2.881, -0.118, 4.714)
H (-2.312, -2.516, 5.072)
H (-1.153, -3.753, 3.226)
H (-0.692, -2.580, 1.119)
H (-1.645, 5.013, 0.072)
H (-2.337, 5.365, -2.316)
H (-2.394, 3.400, -3.854)
H (-1.809, 1.151, -2.963)
O (1.979, -1.079, 2.146)
C (2.030, -0.832, 0.982)
N (0.939, -0.337, 0.203)
C (1.294, -0.285, -1.088)
O (0.366, 0.102, -1.845)
C (2.682, -0.690, -1.292)
C (3.494, -0.776, -2.404)
C (4.802, -1.208, -2.196)
C (5.263, -1.531, -0.925)
C (4.435, -1.449, 0.197)
C (3.144, -1.026, -0.010)
H (3.136, -0.532, -3.394)
H (5.471, -1.294, -3.041)
H (6.289, -1.852, -0.801)
H (4.793, -1.702, 1.186)
I (-3.664, -0.501, -0.785)
C (-1.790, -1.468, -1.232)
H (-1.618, -1.470, -2.303)
H (-1.837, -2.451, -0.775)

---

(2)
DFT (wB97M-V/def2-TZVPD) results for the molecule C19H14N4O4.

Values from the calculation:
**Energy above the lowest of the compared OMol25 structures with the same formula, charge and spin**: 0.0 kcal/mol
**2S+1**: 1
**HOMO energy**: -8.48 eV
**Frontier orbital gap**: 8.8947 eV

Geometry (Å):
O (-1.080, -0.774, 4.822)
C (-0.977, -0.478, 3.658)
N (-1.262, -1.410, 2.672)
C (-1.457, -1.153, 1.346)
N (-1.736, -0.026, 0.769)
N (-1.857, -0.289, -0.543)
C (-1.655, -1.558, -0.714)
C (-1.701, -2.292, -1.955)
C (-1.981, -1.611, -3.140)
C (-2.037, -2.306, -4.332)
C (-1.815, -3.675, -4.354)
C (-1.533, -4.352, -3.178)
C (-1.475, -3.667, -1.979)
O (-1.398, -2.181, 0.475)
C (-0.509, 0.825, 3.123)
C (-1.119, 2.015, 3.491)
C (-0.693, 3.203, 2.922)
C (0.323, 3.211, 1.984)
C (0.957, 2.020, 1.647)
N (1.986, 2.003, 0.671)
C (2.121, 0.990, -0.268)
O (1.443, 0.000, -0.334)
C (3.268, 1.357, -1.185)
C (3.831, 2.654, -0.627)
C (2.940, 3.004, 0.546)
O (3.038, 3.962, 1.262)
C (0.559, 0.830, 2.233)
H (-1.431, -2.361, 2.979)
H (-2.151, -0.548, -3.095)
H (-2.255, -1.781, -5.250)
H (-1.861, -4.214, -5.288)
H (-1.360, -5.418, -3.197)
H (-1.256, -4.189, -1.060)
H (-1.931, 1.999, 4.200)
H (-1.171, 4.131, 3.195)
H (0.631, 4.136, 1.524)
H (2.879, 1.461, -2.199)
H (3.991, 0.541, -1.197)
H (3.814, 3.476, -1.343)
H (4.857, 2.556, -0.270)
H (1.062, -0.091, 1.987)

---

(3)
DFT (wB97M-V/def2-TZVPD) results for a structure of composition C19H15BN7W.

Values from the calculation:
**Net charge**: +3
**2S+1**: 3
**HOMO energy (spin up / spin down)**: -16.99 / -16.98 eV
**Frontier orbital gap (spin up / spin down)**: 3.7238 / 4.3284 eV

Geometry (Å):
W (-0.645, -1.114, -2.120)
C (2.763, -3.617, -2.293)
C (1.650, -2.845, -2.619)
N (1.182, -1.956, -1.726)
C (1.826, -1.765, -0.549)
C (2.995, -2.478, -0.305)
N (3.414, -3.399, -1.162)
C (1.069, -0.883, 0.347)
C (1.498, -0.275, 1.497)
C (0.608, 0.552, 2.222)
C (-0.739, 0.587, 1.816)
C (-1.111, -0.050, 0.657)
N (-0.206, -0.718, -0.108)
C (-2.446, -0.127, 0.054)
C (-3.677, 0.022, 0.683)
N (-4.802, -0.284, 0.054)
C (-4.767, -0.703, -1.201)
C (-3.558, -0.801, -1.884)
N (-2.406, -0.537, -1.238)
C (1.089, 1.359, 3.340)
C (2.378, 1.898, 3.270)
C (2.807, 2.725, 4.303)
N (2.024, 2.973, 5.337)
C (0.808, 2.468, 5.439)
C (0.282, 1.652, 4.440)
H (3.121, -4.404, -2.947)
H (1.124, -2.944, -3.565)
H (3.580, -2.338, 0.597)
H (2.505, -0.439, 1.856)
H (-1.472, 1.146, 2.383)
H (-3.753, 0.350, 1.714)
H (-5.707, -0.964, -1.674)
H (-3.518, -1.093, -2.927)
H (3.029, 1.719, 2.423)
H (3.788, 3.183, 4.290)
H (0.242, 2.718, 6.328)
H (-0.709, 1.230, 4.564)
B (-0.698, 1.883, -5.514)
C (-0.744, 0.750, -4.608)
N (-0.750, -0.121, -3.767)
H (-1.020, 2.819, -4.820)
H (-1.415, 1.974, -6.487)
H (0.360, 1.848, -6.104)

---

(4)
DFT (wB97M-V/def2-TZVPD) results for a structure of composition C19H15Cl2N8O3Rh.

Values from the calculation:
**2S+1**: 5
**HOMO energy (spin up / spin down)**: -7.79 / -7.79 eV
**Frontier orbital gap (spin up / spin down)**: 7.6160 / 5.3769 eV

Geometry (Å):
Rh (-1.568, -0.992, -0.102)
N (-2.839, -0.212, 6.197)
C (-2.727, -0.352, 4.853)
N (-3.898, 0.009, 4.269)
N (-1.633, -0.781, 4.329)
C (-1.581, -0.906, 3.000)
N (-1.568, -0.992, 1.843)
H (-3.715, -0.571, 6.559)
H (-2.051, -0.634, 6.681)
H (-4.340, 0.803, 4.719)
H (-3.869, 0.136, 3.261)
O (-2.461, -2.538, -0.734)
N (-2.265, -3.496, -1.692)
C (-3.178, -4.416, -1.791)
C (-2.928, -5.402, -2.813)
N (-2.781, -6.228, -3.623)
C (-4.363, -4.483, -0.964)
N (-5.352, -4.646, -0.365)
Cl (1.248, 1.717, 1.301)
C (0.897, 2.873, 0.016)
C (0.343, 4.094, 0.420)
C (-0.053, 5.040, -0.521)
C (0.083, 4.771, -1.879)
C (0.629, 3.558, -2.309)
Cl (0.774, 3.294, -4.045)
C (1.068, 2.593, -1.371)
N (1.608, 1.355, -1.852)
C (2.699, 0.625, -1.276)
C (3.642, 1.270, -0.449)
C (4.722, 0.571, 0.089)
C (4.890, -0.781, -0.194)
C (3.981, -1.440, -1.021)
C (2.883, -0.756, -1.574)
C (1.925, -1.524, -2.465)
C (0.523, -1.573, -1.911)
O (-0.352, -2.143, -2.542)
O (0.216, -0.992, -0.733)
H (0.203, 4.305, 1.473)
H (-0.483, 5.979, -0.196)
H (-0.239, 5.509, -2.603)
H (1.238, 1.007, -2.747)
H (3.554, 2.325, -0.227)
H (5.436, 1.082, 0.722)
H (5.730, -1.321, 0.224)
H (4.137, -2.492, -1.229)
H (2.268, -2.573, -2.596)
H (1.911, -1.054, -3.471)
H (-2.362, 0.383, -0.664)

---

(5)
DFT (wB97M-V/def2-TZVPD) results for a structure of composition C19H15ClIrN4O7.

Values from the calculation:
**Net charge**: +1
**Energy above the lowest of the compared OMol25 structures with the same formula, charge and spin**: 21.7 kcal/mol
**2S+1**: 1
**HOMO energy**: -11.27 eV
**Frontier orbital gap**: 7.3198 eV

Geometry (Å):
Ir (0.823, -0.713, -0.040)
Cl (7.807, 0.558, -1.586)
C (6.200, 0.387, -0.968)
C (5.843, 1.050, 0.227)
C (4.581, 0.949, 0.745)
C (3.602, 0.166, 0.105)
O (2.422, 0.125, 0.677)
C (3.968, -0.518, -1.080)
C (3.083, -1.394, -1.740)
O (1.936, -1.735, -1.363)
C (5.280, -0.379, -1.613)
H (6.588, 1.647, 0.734)
H (4.307, 1.463, 1.656)
H (3.417, -1.845, -2.676)
H (5.544, -0.899, -2.524)
O (-0.403, -3.596, 2.465)
C (-0.393, -2.721, 1.650)
O (0.605, -1.842, 1.551)
C (-1.585, -2.376, 0.801)
C (-1.415, -1.846, -0.470)
C (-2.477, -1.304, -1.176)
C (-3.718, -1.356, -0.584)
C (-3.947, -1.979, 0.632)
C (-2.865, -2.490, 1.331)
N (-4.837, -0.672, -1.257)
O (-5.956, -1.036, -0.998)
O (-4.544, 0.237, -2.010)
H (-0.445, -1.939, -1.006)
H (-2.352, -0.868, -2.156)
H (-4.952, -2.032, 1.024)
H (-2.993, -2.955, 2.299)
C (-2.252, 2.710, -1.820)
N (-1.759, 2.215, -0.525)
C (-2.233, 2.685, 0.664)
C (-1.788, 2.234, 1.857)
C (-0.809, 1.196, 1.857)
N (-0.393, 0.723, 0.684)
C (-0.818, 1.234, -0.514)
O (-0.306, 0.753, -1.546)
N (-0.307, 0.661, 2.959)
H (-2.777, 3.645, -1.653)
H (-2.928, 1.977, -2.262)
H (-1.406, 2.867, -2.483)
H (-2.989, 3.455, 0.593)
H (-2.177, 2.629, 2.782)
H (-0.571, 0.997, 3.869)
H (0.389, -0.071, 2.888)

---

Among the records above, which one has the highest 2S+1? C19H15Cl2N8O3Rh

---

Number 5 is which compound? C19H15ClIrN4O7

---

Look up the 2S+1 of the first one. 1